Molecular formula: C54H78N6O12S6
Method: DFT, ωB97M-V with the def2-TZVPD basis set

Cartesian coordinates (Å):
1 O -6.268 -1.135 -2.196
2 S -4.860 -1.247 -1.836
3 O -3.713 -0.708 -2.612
4 C -4.590 -0.653 -0.157
5 C -5.187 -1.814 0.721
6 C -4.719 -3.196 0.177
7 C -4.570 -3.052 -1.362
8 H -5.050 0.317 0.032
9 H -3.513 -0.586 -0.001
10 H -4.908 -1.596 1.752
11 H -6.275 -1.755 0.696
12 H -5.368 -3.995 0.534
13 H -3.765 -3.348 0.683
14 H -5.041 -3.792 -2.008
15 H -3.514 -3.236 -1.557
16 O -0.936 1.881 0.984
17 S -0.640 0.606 0.366
18 O -1.298 -0.552 0.904
19 C -0.846 0.593 -1.485
20 C 0.250 -0.449 -1.819
21 C 1.507 -0.062 -1.110
22 C 1.171 0.312 0.361
23 H -0.628 1.627 -1.751
24 H -1.893 0.378 -1.700
25 H -0.170 -1.393 -1.469
26 H 0.413 -0.485 -2.896
27 H 2.019 0.764 -1.604
28 H 2.202 -0.898 -1.178
29 H 1.685 1.206 0.713
30 H 1.432 -0.389 1.154
31 O -0.513 -5.028 -7.157
32 S -1.696 -4.195 -6.932
33 O -2.929 -4.428 -7.750
34 C -2.184 -4.047 -5.131
35 C -1.456 -2.852 -4.664
36 C -1.601 -1.741 -5.731
37 C -1.182 -2.430 -7.088
38 H -2.020 -4.973 -4.580
39 H -3.255 -3.847 -5.139
40 H -1.757 -2.417 -3.711
41 H -0.448 -3.230 -4.495
42 H -0.966 -0.871 -5.564
43 H -2.639 -1.410 -5.734
44 H -0.104 -2.564 -6.990
45 H -1.557 -1.996 -8.015
46 O 5.357 0.201 0.365
47 S 5.239 1.648 0.496
48 O 4.085 2.274 1.163
49 C 6.845 2.578 0.840
50 C 7.639 2.530 -0.503
51 C 6.671 2.967 -1.585
52 C 5.269 2.448 -1.248
53 H 7.293 2.147 1.736
54 H 6.548 3.598 1.084
55 H 8.488 3.203 -0.382
56 H 7.934 1.496 -0.682
57 H 6.997 2.559 -2.542
58 H 6.622 4.055 -1.618
59 H 4.734 1.841 -1.979
60 H 4.632 3.320 -1.097
61 O 1.164 3.444 -0.841
62 S 1.684 4.588 -0.152
63 O 3.022 5.138 -0.447
64 C 0.406 5.972 -0.120
65 C -0.315 5.814 1.226
66 C 0.750 5.379 2.265
67 C 1.607 4.257 1.666
68 H -0.247 5.849 -0.984
69 H 0.977 6.899 -0.167
70 H -0.697 6.807 1.464
71 H -1.156 5.137 1.083
72 H 0.264 5.107 3.202
73 H 1.374 6.227 2.548
74 H 1.080 3.310 1.786
75 H 2.609 4.218 2.091
76 O -1.518 3.491 3.932
77 S -2.473 2.581 4.612
78 O -2.716 2.657 6.064
79 C -4.102 2.592 3.785
80 C -4.277 1.267 2.973
81 C -3.542 0.246 3.857
82 C -2.133 0.797 4.021
83 H -4.240 3.417 3.085
84 H -4.749 2.616 4.662
85 H -5.344 1.061 2.880
86 H -3.765 1.321 2.013
87 H -3.699 -0.751 3.445
88 H -4.034 0.124 4.822
89 H -1.637 0.897 3.055
90 H -1.457 0.279 4.700
91 C -5.297 3.962 0.343
92 C -5.717 3.039 -0.657
93 C -4.812 2.468 -1.537
94 N -3.519 2.732 -1.459
95 C -3.048 3.514 -0.473
96 C -3.928 4.211 0.435
97 H -5.982 4.482 0.996
98 H -6.762 2.864 -0.865
99 H -5.045 1.824 -2.371
100 H -1.994 3.722 -0.360
101 H -3.561 4.997 1.079
102 C 4.745 -2.995 1.697
103 C 5.841 -3.858 2.111
104 C 5.498 -5.062 2.678
105 N 4.205 -5.473 2.917
106 C 3.224 -4.541 2.649
107 C 3.431 -3.336 1.979
108 H 4.856 -2.040 1.204
109 H 6.880 -3.666 1.888
110 H 6.317 -5.699 2.980
111 H 2.205 -4.882 2.758
112 H 2.643 -2.656 1.689
113 C -0.528 -5.438 1.750
114 C -0.534 -4.032 1.966
115 C -1.533 -3.588 2.842
116 N -2.317 -4.421 3.581
117 C -2.279 -5.742 3.340
118 C -1.415 -6.295 2.373
119 H 0.096 -5.852 0.972
120 H 0.102 -3.377 1.390
121 H -1.571 -2.536 3.086
122 H -2.941 -6.371 3.917
123 H -1.464 -7.356 2.178
124 C 1.234 5.084 -4.400
125 C 0.356 6.118 -4.032
126 C -0.992 5.862 -3.883
127 N -1.493 4.552 -3.802
128 C -0.650 3.527 -4.104
129 C 0.738 3.742 -4.396
130 H 2.279 5.296 -4.576
131 H 0.682 7.130 -3.842
132 H -1.611 6.714 -3.646
133 H -1.106 2.552 -4.011
134 H 1.498 2.982 -4.499
135 C 3.052 0.260 3.729
136 C 3.007 -0.756 4.650
137 C 2.927 -0.473 6.034
138 N 2.965 0.787 6.496
139 C 2.998 1.820 5.616
140 C 2.985 1.570 4.231
141 H 3.139 -0.029 2.692
142 H 2.952 -1.804 4.393
143 H 2.803 -1.231 6.793
144 H 2.892 2.839 5.957
145 H 2.847 2.340 3.487
146 C 1.419 -6.678 -2.039
147 C 2.511 -6.189 -1.281
148 C 2.412 -4.878 -0.736
149 N 1.215 -4.246 -0.799
150 C 0.112 -4.810 -1.370
151 C 0.172 -6.104 -1.945
152 H 1.703 -7.634 -2.454
153 H 3.417 -6.770 -1.193
154 H 3.301 -4.423 -0.327
155 H -0.733 -4.150 -1.500
156 H -0.627 -6.516 -2.543

Atomic forces in eV per Å
1.2834 0.3295 -0.2844
1.1683 -0.5105 0.9137
-2.1318 -1.0192 0.1902
-0.6351 -1.4666 0.5516
-0.3043 0.9558 -0.3979
-0.1513 1.3658 0.4406
1.3603 0.0660 0.1593
-0.1243 -0.1564 -0.2683
0.0461 -0.0117 -0.1390
0.1620 -0.4467 0.0298
-0.0823 0.0884 -0.1484
-0.1701 0.1022 -0.3744
0.2958 -0.3258 -0.5127
-0.7729 0.4897 0.1501
0.1929 0.4049 -0.2501
-0.0495 -0.1410 -0.1134
1.0208 0.9298 -1.0370
-0.5080 -0.9502 0.3566
0.6863 0.2518 1.7410
-1.8467 0.7402 -0.8008
0.9791 -0.3394 1.0005
-0.0160 0.4148 -0.1750
0.2070 -0.0394 -0.2751
0.1705 -0.2541 -0.0868
0.4015 -0.3262 -0.1063
-0.0643 -0.2033 -0.0341
-0.2958 0.2624 0.0626
0.0858 -0.0712 0.3148
-0.2668 0.3630 -0.4359
-0.4343 -0.6386 -0.3725
-1.1863 0.6448 0.6116
-1.9236 0.0548 -1.5044
2.4546 0.2983 1.7678
-1.2232 -0.6722 -0.9081
1.1501 1.0898 0.5781
0.2856 -1.1218 -1.0081
-0.1781 -0.4772 1.7652
0.2967 0.0253 -0.2370
-0.1362 -0.1938 -0.3180
-0.4504 -0.3817 0.1383
0.5905 0.6932 -0.2142
-0.0033 -0.1117 0.1522
-0.0198 0.0129 -0.1070
0.1123 0.3730 -0.7313
0.2039 -0.1707 0.1457
0.1841 0.8697 0.7696
-0.2703 2.5417 -2.9362
1.3647 -1.2227 0.0203
-0.4789 -0.9427 0.1398
-0.7706 -0.3640 1.6915
-0.3172 -0.4720 -0.2476
-0.8164 0.1498 1.1009
0.2817 -0.1351 -0.2438
-0.3003 -0.0390 -0.0809
0.1361 -0.2573 -0.2699
0.3800 0.0917 0.0540
0.0406 0.3117 -0.0731
0.1042 -0.0509 -0.2248
0.4352 -0.3790 0.0971
-0.2241 -0.1084 0.2195
-0.0312 -0.5163 -0.7958
0.8827 1.8844 2.0031
-1.5946 -0.7061 -0.1850
0.7504 -0.9718 0.0137
0.7542 0.4725 -0.5689
-0.4483 0.1419 -0.0087
-0.6021 0.3273 -0.1423
0.1727 0.0045 -0.0552
0.0184 -0.0825 -0.1113
-0.2433 -0.1214 0.2695
0.1831 -0.2167 0.4963
-0.0053 -0.4689 -0.1323
0.1161 0.1979 -0.3736
0.1049 -0.1022 -0.1424
-0.0406 -0.0640 -0.3569
-1.3815 -1.1405 1.3037
0.8534 -0.5606 -1.0308
0.5304 -0.0755 -1.9367
-0.0974 -0.2541 -0.6459
0.6439 0.5874 1.8581
-0.6779 -0.4695 -0.1389
-0.0507 0.6680 0.4416
0.2307 0.3883 0.5932
-0.3909 0.1481 -0.3429
0.0819 -0.0734 -0.2320
-0.2106 0.1633 -0.1224
0.9622 -0.1526 -0.3172
-0.0381 0.4613 0.2662
-0.0604 0.2424 0.0578
-0.2544 0.1340 0.2347
0.8127 -0.9706 -1.1906
-0.4675 0.7003 0.3160
0.3485 0.8193 0.4997
2.0115 0.1155 1.0472
-2.2162 1.0764 0.5956
0.1594 -0.9901 -1.4601
-0.2388 -0.0683 -0.1005
-0.2033 -0.0748 0.3592
-0.6216 -0.0781 0.0416
0.2011 -0.3613 -0.4833
0.2297 -0.2092 0.2778
1.0958 -0.6180 0.6648
-2.2698 1.1931 -1.1187
-1.5102 -0.0676 0.3582
0.0693 2.2953 -0.2141
1.0973 -1.8157 -0.8054
1.4369 -0.3698 0.6721
0.6978 0.0327 -0.1356
-0.0475 0.3571 0.0483
-0.2343 -0.5365 0.0496
-0.0982 -0.1643 0.4941
-0.2757 -0.1798 0.0762
0.0453 0.7051 -0.7095
-1.5284 -1.7158 0.3421
0.9367 -0.9805 0.7302
0.0577 0.0372 -0.7496
0.8374 1.0049 -0.7376
-0.5489 0.7476 1.0441
0.3662 -0.0024 0.1323
0.0186 0.0805 0.0889
-0.3719 0.1834 -0.0369
-0.1160 0.0169 0.1163
0.2132 -0.0267 -0.1358
-1.4574 -1.2362 0.8727
0.1559 -0.4583 -0.7107
0.2767 -2.9032 1.0059
1.2281 1.4518 -1.2676
0.8176 2.2135 0.5779
-0.4688 2.0021 0.2658
0.0777 -0.1254 0.0453
0.2796 0.1093 -0.3831
-0.6463 -0.3485 0.0395
0.1482 -0.1976 -0.0665
-0.4273 -0.4727 -0.2804
0.0636 0.1317 1.0472
-0.3172 -0.7681 1.7071
0.1807 1.7027 -0.9922
-0.0103 0.4971 -0.2054
-0.6251 -2.0135 -1.2413
-0.0239 -0.2109 -0.2428
-0.1064 0.5493 -0.2392
0.1918 -0.0609 -0.3849
0.1269 -0.2322 -0.0910
0.2156 -0.0492 0.4172
0.3371 0.4106 0.2300
1.9632 -0.8226 2.3179
-0.9352 1.7353 -0.3256
-1.8859 -2.1731 -1.1540
0.0228 0.3497 -0.3393
2.4448 -0.7399 -0.0721
0.2196 1.5378 -0.9259
-0.9566 -0.1962 -0.5947
0.1381 0.1094 -0.1792
-0.3456 0.3994 0.2877
-0.3115 -0.1347 0.4154
-0.3427 0.0418 0.2445

Computed properties:
* orbital gap: 9.55 eV
* E_tot: -5724.77878 a.u.
* highest occupied orbital energy: -9.398 eV